1.
The following is a DFT calculation (ωB97M-V/def2-TZVPD) of a cluster of 10 separate species, C27H77N13O15 in total.

Summary:
* electronic energy: -79328.73593 eV
* structure (SMILES): COCCNCCOC.COCCNCCOC.COCCNCCOC.NC(N)=O.NC(N)=O.NC(N)=O.NC(N)=O.NC(N)=O.OCCO.OCCO
* lowest unoccupied orbital energy: 0.12 eV
* maximum force: 0.0556 Eh/bohr
* orbital gap: 7.26 eV

The geometry in ORCA input format:
```
! RIJCOSX wB97M-V def2-TZVPD def2/J DEFGRID3
* xyz 0 1
O -2.932 7.192 -4.351
O 5.569 0.806 -0.789
O 4.503 3.351 -0.164
O 3.020 -6.331 -1.157
O -3.377 -3.077 -0.440
O 0.493 -1.174 -0.106
O -5.839 -2.552 1.022
O 3.033 -4.271 3.190
O 0.104 -4.345 1.134
O -0.101 5.255 -0.871
O 0.098 -0.938 3.978
O -3.368 -2.484 -3.067
O -3.167 1.705 0.195
O 0.341 3.140 2.905
O 0.787 -4.360 -1.691
N 1.958 0.747 2.853
N -0.043 1.045 -0.093
N -3.719 -1.202 -4.937
N -5.352 1.529 0.750
N -3.139 -0.240 -2.915
N -1.700 4.654 -3.991
N -0.697 -4.734 -3.421
N 0.133 -3.810 3.265
N -1.666 -0.550 -0.363
N 3.063 -4.116 0.276
N -1.910 -3.805 2.102
N -3.778 2.004 2.378
N -0.115 -2.615 -2.760
C -0.967 -0.224 4.536
C 3.739 -4.684 4.349
C -1.588 7.161 -3.870
C -0.303 4.308 -1.895
C 4.176 1.068 -0.885
C 2.711 -6.789 -2.439
C -0.571 -4.042 2.113
C 4.278 -4.915 0.246
C 1.755 3.284 2.893
C 1.217 5.746 -0.845
C -4.501 -3.920 -0.451
C -4.053 1.787 1.050
C 4.303 -5.772 -1.019
C 1.362 -0.766 4.603
C 3.281 -2.948 1.141
C -3.396 -1.377 -3.614
C 2.409 2.015 2.301
C 0.075 -3.947 -2.599
C 3.854 2.555 -1.173
C -1.696 4.420 -2.528
C -3.693 8.293 -3.931
C 1.991 0.587 4.285
C -0.334 4.316 2.570
C -5.287 -3.860 0.826
C -0.923 5.859 -4.361
C -0.339 -0.272 -0.187
C 3.718 -3.158 2.602
H -2.263 3.491 -2.407
H 5.435 3.480 -0.349
H -2.447 -3.624 1.265
H -2.856 1.838 2.737
H -1.956 -0.621 4.295
H 4.332 -5.584 1.109
H -0.922 5.973 -5.445
H 3.685 0.878 0.066
H 2.784 2.748 -1.131
H -0.290 -2.169 -3.644
H -3.192 -2.777 -1.360
H 2.207 2.115 1.236
H -0.547 5.077 3.333
H -0.222 3.315 -1.441
H -3.221 0.715 -3.209
H 4.795 -3.336 2.455
H 0.334 -2.024 -2.072
H 1.115 -3.646 3.056
H -2.657 -0.361 -2.015
H -3.584 9.152 -4.601
H -5.993 1.539 1.518
H 1.348 1.274 4.869
H 2.334 -5.965 -3.055
H -2.359 -3.682 2.991
H 3.495 2.099 2.378
H 2.055 -7.656 -2.446
H 2.031 4.094 2.214
H 0.417 4.219 -2.715
H 5.255 -4.394 0.265
H 2.187 3.417 3.888
H 4.244 2.862 -2.149
H -2.626 5.056 -4.152
H 1.541 6.475 -1.593
H 4.765 -4.970 4.105
H 3.592 -7.101 -3.025
H -3.988 -2.049 -5.405
H -6.073 -4.617 0.816
H 1.356 -1.058 5.657
H -4.336 -4.975 -0.700
H 4.726 -5.382 -1.953
H 1.013 0.549 2.545
H 3.168 -5.540 4.711
H -2.357 5.116 -1.999
H -1.419 -4.225 -3.896
H 3.787 0.480 -1.723
H -4.669 -4.069 1.708
H 5.905 1.055 -1.659
H -0.325 -3.478 4.093
H 4.957 -6.644 -0.807
H 3.770 -2.248 3.207
H 0.906 1.229 0.181
H -4.726 7.949 -3.899
H -0.993 8.053 -4.081
H -5.452 1.312 -0.226
H -0.723 -5.727 -3.307
H -5.173 -3.549 -1.238
H -3.397 8.655 -2.939
H -1.977 -1.497 -0.217
H 2.979 -3.664 -0.631
H 3.779 -3.920 5.133
H -0.570 1.881 -0.253
H -5.340 -1.968 0.439
H 0.061 5.917 -3.898
H 4.032 -2.226 0.763
H -1.002 0.802 4.138
H -1.687 7.128 -2.777
H 0.065 4.883 1.722
H 1.938 -1.537 4.085
H -2.226 0.276 -0.113
H -0.938 -0.124 5.627
H 3.007 0.743 4.654
H 1.360 6.340 0.068
H -4.076 -0.275 -5.087
H 2.404 -2.297 1.061
H -1.351 4.071 2.242
H -4.537 2.262 2.978
H 1.891 4.906 -0.639
*
```

2.
The following is a DFT calculation (ωB97M-V/def2-TZVPD) of a cluster of 9 separate species, C27H78N6O9 in total.

Summary:
* electronic energy: -56626.49544 eV
* structure (SMILES): COC[C@H](C)N.COC[C@H](C)N.COC[C@H](C)N.COC[C@H](C)N.COC[C@H](C)N.COC[C@H](C)N.CO.CO.CO
* lowest unoccupied orbital energy: 0.65 eV
* maximum force: 0.0657 Eh/bohr
* orbital gap: 9.47 eV

The geometry in ORCA input format:
```
! RIJCOSX wB97M-V def2-TZVPD def2/J DEFGRID3
* xyz 0 1
O -3.274 2.149 -0.568
O -1.715 -1.753 5.224
O 1.901 -2.629 -0.477
O -2.414 -2.430 -5.029
O 4.591 0.053 1.845
O 0.310 -0.184 -0.476
O 1.129 2.303 3.666
O -0.014 -4.534 -0.328
O -3.284 -0.310 -2.110
N -5.008 3.719 -2.168
N -2.866 -3.803 -1.142
N 2.685 4.295 1.040
N 5.645 2.982 -0.063
N -0.539 0.195 2.380
N -1.382 0.265 -4.622
C 2.741 -2.903 -1.642
C -3.544 3.464 -4.135
C 5.325 1.240 1.521
C 1.064 0.877 -1.038
C 0.627 -5.524 0.490
C -2.748 2.807 -1.722
C -0.574 -0.944 3.320
C -3.933 2.931 -2.728
C 0.598 4.678 2.325
C -1.893 -2.944 -0.418
C 4.745 -0.468 3.168
C 0.767 -1.532 3.704
C 0.901 -0.553 -4.592
C -2.926 -3.717 -4.825
C -1.529 -0.572 4.448
C -2.353 1.879 0.457
C -0.536 -0.866 -4.972
C -0.873 -3.705 0.425
C 4.859 1.761 0.174
C -2.193 -1.460 6.535
C -2.588 -2.025 0.542
C 1.950 2.290 4.802
C 1.968 4.152 2.293
C 5.229 0.773 -0.921
C -4.519 -0.809 -2.663
C -1.034 -2.307 -4.634
C 1.851 2.621 2.459
H -0.064 -6.321 0.821
H 3.878 -1.062 3.293
H -4.743 4.730 -2.288
H 1.365 -0.796 4.206
H 2.622 4.677 3.070
H 0.357 5.697 1.967
H -0.698 -0.869 -6.037
H -2.403 3.835 -1.441
H -5.164 -0.005 -2.859
H 1.738 1.385 -0.330
H 6.320 0.641 -0.871
H -2.292 -4.588 -1.309
H 1.625 -1.295 -4.882
H -3.116 -2.540 1.296
H 1.171 -5.032 1.331
H 1.258 2.226 1.633
H -2.928 1.127 1.053
H -2.888 2.812 -4.672
H 0.931 -0.910 -0.353
H 1.054 -0.402 -3.504
H 1.342 -1.820 2.778
H -2.241 -2.457 7.035
H 4.969 1.210 -1.901
H -1.106 0.229 5.022
H 3.748 -3.028 -1.231
H 4.691 0.320 3.897
H 3.778 1.877 0.172
H 1.755 0.440 -1.757
H -1.372 -4.278 1.205
H 2.146 3.863 0.292
H 2.672 -2.061 -2.266
H -1.408 0.406 -3.642
H 2.822 2.143 2.501
H 5.655 -1.044 3.146
H 2.563 1.402 4.786
H 0.800 -2.429 4.372
H 5.528 3.242 -1.055
H 2.514 3.210 4.920
H -0.184 -3.045 0.891
H -2.096 2.758 0.981
H -1.881 -1.318 0.983
H -1.504 1.295 0.201
H 2.376 -3.733 -2.254
H -2.362 -0.024 -4.830
H 0.146 0.809 2.822
H 1.297 2.124 5.687
H -1.382 -2.336 -1.205
H -3.524 0.411 -1.457
H -4.273 -1.330 -3.590
H 5.144 1.990 2.293
H 1.448 -5.908 -0.080
H -4.271 1.916 -2.919
H 1.164 0.284 -5.225
H -4.934 -1.587 -1.986
H -3.041 4.465 -4.021
H -3.651 -4.086 -0.564
H 6.413 1.094 1.591
H -3.106 -0.880 6.621
H 0.394 1.551 -1.582
H -0.400 -2.959 -5.196
H -3.128 -3.854 -3.734
H -1.032 -2.482 -3.535
H -2.389 -0.198 4.005
H -5.114 3.582 -1.141
H -1.433 -0.847 7.016
H 4.729 -0.123 -0.712
H 0.137 4.612 3.362
H -3.864 -3.788 -5.345
H -2.221 -4.471 -5.231
H 1.341 -3.393 -0.439
H 2.919 5.187 0.691
H 5.312 3.758 0.509
H -4.518 3.574 -4.588
H -0.025 3.950 1.762
H -3.443 -1.498 0.004
H -1.153 -1.727 2.839
H -1.901 2.242 -2.110
H -0.013 -0.012 1.541
*
```

3.
The following is a DFT calculation (ωB97M-V/def2-TZVPD) of a cluster of 13 separate species, C27H80N10O13 in total.

Summary:
* electronic energy: -70806.04953 eV
* lowest unoccupied orbital energy: -0.81 eV
* maximum force: 0.2835 Eh/bohr
* orbital gap: 7.37 eV

The geometry in ORCA input format:
```
! RIJCOSX wB97M-V def2-TZVPD def2/J DEFGRID3
* xyz 0 1
O -3.940 0.719 -0.482
O -0.707 -0.256 -5.560
O 0.049 -3.460 -1.030
O 2.986 -2.884 2.316
O 0.499 -5.744 1.277
O 2.389 3.582 3.843
O 4.141 3.593 -1.751
O -1.091 -0.804 -0.732
O -0.455 -1.160 3.140
O -1.144 3.735 1.212
O 4.678 -2.222 -0.757
O -2.669 -0.326 -3.511
O -2.935 -0.890 1.699
N -1.858 1.286 -2.223
N 0.251 -4.436 -3.143
N 1.462 3.598 1.697
N 2.587 -3.184 -0.304
N -0.012 -3.489 1.709
N 0.992 -4.509 3.282
N -2.516 1.941 -4.122
N 2.993 -2.767 -2.307
N -1.039 -2.628 -2.816
N 3.395 2.535 2.017
C -0.252 0.660 0.615
C -2.456 0.926 -3.303
C -3.630 -1.887 1.289
C -1.523 -0.081 4.771
C 0.258 -0.198 -4.759
C 2.931 -1.696 2.737
C -3.304 -2.571 -0.069
C 1.879 3.062 -1.450
C 3.043 3.804 -3.504
C 3.762 -0.885 1.861
C 3.181 3.046 -2.251
C 3.487 -2.744 -1.138
C 3.178 -1.502 4.300
C 2.373 3.174 2.579
C 0.019 -0.476 -0.304
C 0.572 0.923 3.923
C -2.330 3.458 1.023
C -0.299 -3.558 -2.353
C -3.393 -2.862 2.444
C 1.133 -0.253 -1.207
C -5.016 1.655 -0.567
C 0.415 -4.622 2.134
C 0.806 1.187 -4.794
C -3.159 4.715 0.717
C -2.934 2.646 2.150
C 1.327 -1.272 -4.950
C -0.201 -0.374 4.117
H 1.485 1.230 -3.924
H -0.168 -3.435 0.724
H 3.467 1.961 -2.520
H -0.994 0.622 1.396
H 1.173 -1.170 -1.881
H 4.753 -1.224 1.523
H 2.945 -0.430 4.680
H 0.021 -4.429 -4.206
H -1.383 0.455 5.757
H -1.614 2.300 -1.993
H -2.350 -3.076 2.602
H 2.184 -3.294 2.716
H -5.773 1.591 0.185
H -1.638 -1.085 -0.016
H 1.404 -5.306 3.700
H -3.529 -2.317 3.446
H -0.169 1.572 3.424
H -2.253 0.587 4.143
H 0.496 3.948 2.058
H 0.622 1.045 1.075
H 0.700 -3.882 4.041
H -3.334 0.899 -1.242
H 2.788 -3.051 0.701
H 1.431 0.772 3.205
H 4.272 2.532 2.568
H -1.106 -0.826 2.547
H 1.618 -3.250 -0.543
H 1.494 -1.494 -6.035
H -3.012 5.096 -0.337
H 3.945 4.067 -3.976
H -3.144 1.822 -4.937
H -2.419 -3.186 -0.068
H 3.182 -0.562 1.037
H 1.026 0.689 -1.817
H -1.586 -2.532 -3.732
H 0.383 -0.877 4.835
H 2.133 -3.233 -2.636
H -4.055 -3.757 2.432
H 0.434 -1.316 0.307
H 1.896 -1.464 2.517
H 1.385 1.436 -5.662
H -0.080 1.805 -4.679
H -3.029 5.441 1.549
H -1.259 0.476 -5.323
H -0.815 3.986 0.349
H 0.888 1.490 4.786
H -5.505 1.419 -1.523
H -0.008 -0.412 -3.714
H 3.413 1.908 1.193
H -2.061 -0.996 4.969
H -2.434 1.693 2.178
H 2.003 -0.237 -0.622
H 1.040 2.751 -2.014
H -2.837 3.276 3.021
H 2.464 4.731 -3.287
H -0.111 -2.588 2.248
H -4.228 -3.187 -0.122
H 3.955 0.082 2.340
H -2.362 2.810 0.124
H 1.035 -2.108 -4.317
H 1.978 2.380 -0.548
H -2.306 2.890 -3.816
H -3.353 -1.989 -0.914
H 2.244 -0.829 -4.538
H 3.399 -2.057 -2.882
H 4.005 3.744 -0.753
H -3.955 2.376 1.818
H -4.600 2.664 -0.561
H 2.632 -2.182 4.958
H 1.723 4.073 -1.028
H -4.679 -1.582 1.345
H -1.413 0.542 -1.712
H -0.714 1.475 0.005
H 2.476 3.332 -4.235
H -4.217 4.497 0.813
H 4.205 -1.799 4.411
H -1.266 -1.884 -2.198
H -3.186 -0.190 1.033
H 0.847 -5.114 -2.638
H 1.480 3.381 0.723
*
```